*P*
19
Properties=species:S:1:pos:R:3:lowdin_charge:R:1 method="wB97M-V/def2-TZVPD" e_homo_ev=-10.6 gap_ev=10.76 smiles="CC=O.O.O.O.O"
O 0.79793 -1.91896 3.33391 0.0161
C 0.02173 -0.98445 3.21418 -0.2761
C -0.38108 -0.43004 1.89470 -0.0645
H 0.17497 -0.21788 3.98515 0.1211
H -1.13356 0.34509 2.01407 0.0810
H -0.78837 -1.10545 1.15033 0.0799
H 0.57764 -0.01981 1.58781 0.0954
H -0.54277 2.70364 -0.09253 0.0042
H -1.03832 3.03543 -1.52243 0.0114
O -0.77809 3.41227 -0.67488 -0.0493
H 1.26472 -2.27311 1.28369 0.0216
H 2.24245 -1.65670 0.23424 0.0672
O 1.40337 -2.11092 0.34144 -0.0617
H 0.39885 -1.40315 -2.35605 0.0284
H 0.30976 -1.21374 -0.87676 -0.0058
O 0.32948 -0.69914 -1.71437 -0.0761
H -0.89237 0.86830 -3.50632 0.0214
H -0.92771 1.86101 -4.62342 0.0341
O -1.03864 1.80760 -3.67275 -0.0483

*Q*
19
Properties=species:S:1:pos:R:3:lowdin_charge:R:1 method="wB97M-V/def2-TZVPD" e_homo_ev=-9.7 gap_ev=9.93 smiles="C=CO.O.O.O.O"
C -0.59591 1.09252 -1.56743 0.0136
C -1.56471 1.49955 -0.73799 -0.2464
O -1.33134 1.39056 0.65438 -0.1142
H -0.91883 1.28480 -2.61396 0.0619
H 0.20873 0.38674 -1.46619 0.0586
H -2.52009 1.98573 -0.98406 0.1109
H -1.84710 2.12513 1.20339 0.1659
H 1.76261 2.36152 1.73484 0.0878
H 0.54005 1.37246 1.61564 -0.0315
O 1.47145 1.41386 1.48497 -0.0890
H 4.22256 -0.92623 -0.92724 -0.0108
H 4.18898 -2.36566 -0.50411 0.0639
O 3.84934 -1.72972 -1.18604 -0.0531
H 0.27070 -1.18759 1.01359 0.0022
H 1.50880 -1.50905 2.05052 0.0787
O 0.55665 -1.71858 1.76083 -0.0945
H -2.52694 -2.08192 -0.63210 0.0496
H -3.83473 -1.30886 -0.63540 0.0078
O -3.44020 -2.08526 -0.26363 -0.0617

Winner for stability: *P*

*P*
14
Properties=species:S:1:pos:R:3:lowdin_charge:R:1 method="wB97M-V/def2-TZVPD" e_homo_ev=-10.3 gap_ev=10.65 smiles="O=CNC=O.O.O"
O 2.49542 1.34328 -2.12520 0.0812
C 2.76299 0.28452 -1.63841 -0.2896
N 2.00055 -0.28907 -0.59996 0.0901
C 2.65548 -0.88101 0.46138 -0.3420
O 3.80698 -1.20809 0.52266 0.0546
H 3.53410 -0.38768 -2.01191 0.1385
H 1.06199 0.01293 -0.41803 0.1380
H 2.00167 -0.96269 1.33380 0.1294
H -3.98902 -0.17714 -0.44701 0.0175
H -3.84419 -1.57891 0.19292 0.0317
O -3.62065 -1.05446 -0.57958 -0.0620
H -3.03691 1.98904 1.07839 0.0348
H -2.95908 1.65448 2.55285 0.0389
O -2.86934 1.25480 1.67811 -0.0610

*Q*
14
Properties=species:S:1:pos:R:3:lowdin_charge:R:1 method="wB97M-V/def2-TZVPD" e_homo_ev=-9.4 gap_ev=10.32 smiles="CC=O.NOOO"
C -0.30775 -1.66866 -1.27112 -0.0435
C -0.89518 -0.46116 -0.62800 -0.3180
O -1.47799 -0.46257 0.44032 0.0023
H -0.93145 0.43051 -1.28245 0.1236
H -0.42682 -2.55105 -0.63929 0.0906
H 0.75247 -1.48851 -1.41845 0.0738
H -0.75801 -1.82885 -2.24875 0.0840
N -0.54257 1.82154 1.64295 0.0093
O 1.21892 1.02499 0.11728 -0.1595
O 0.74771 1.77787 1.44275 -0.1171
O 1.87967 -0.13922 0.47484 -0.0421
H 2.77043 0.14811 0.73784 0.1055
H -1.00995 0.87904 1.57222 0.0856
H -1.01948 2.51797 1.05987 0.1054

Winner for stability: *P*

*P*
14
Properties=species:S:1:pos:R:3:lowdin_charge:R:1 method="wB97M-V/def2-TZVPD" e_homo_ev="1.3 / -4.0" s2=0.75 total_charge=-1 gap_ev="3.05 / 8.16" spin_multiplicity=2
C 0.87098 -0.77918 0.84914 -0.2461
C -0.25059 -0.06462 0.04577 -0.3829
C 0.00805 1.00029 -0.71057 -0.4248
N 0.93480 2.06543 -0.31925 -0.0321
C -1.58013 -0.90169 -0.04882 -0.1742
H 0.85047 -0.49512 1.88224 0.0353
H 1.87257 -0.53272 0.46610 0.0101
H 0.74617 -1.85135 0.65560 0.0353
H -0.34705 1.18906 -1.70633 0.0265
H 1.69727 1.54995 0.06347 -0.0140
H 1.28666 2.52027 -1.18516 -0.0125
H -2.13373 -1.00035 0.98706 0.0723
H -1.42911 -2.05664 -0.40273 0.0775
H -2.52637 -0.64332 -0.57652 0.0296

*Q*
14
Properties=species:S:1:pos:R:3:lowdin_charge:R:1 method="wB97M-V/def2-TZVPD" e_homo_ev="1.3 / -4.1" s2=0.75 total_charge=-1 gap_ev="3.07 / 8.38" spin_multiplicity=2
C -0.54157 -2.30892 -0.02504 -0.2013
N -0.18117 -0.79758 -0.29039 -0.1475
C 0.28482 0.03062 0.82638 -0.3818
C 0.19950 1.94690 -0.94724 -0.2591
C 0.57728 1.60240 0.41243 -0.2538
H -1.57381 -2.34494 -0.45745 0.0426
H -0.01362 -2.99890 -0.64087 0.0205
H -0.61775 -2.77202 0.94244 0.0342
H -0.98380 -0.25424 -0.75351 0.0401
H 1.13716 -0.38367 1.37710 0.0632
H -0.49245 0.21443 1.75853 0.0831
H 0.21293 2.95467 -1.43221 -0.0322
H -0.32560 1.25850 -1.63390 -0.0553
H 0.80496 2.28323 1.27342 0.0473

Winner for stability: *P*

*P*
21
Properties=species:S:1:pos:R:3:lowdin_charge:R:1 method="wB97M-V/def2-TZVPD" e_homo_ev=-8.5 gap_ev=9.08 smiles=CCCCSC.O
C -0.31081 0.19557 -1.74541 -0.1219
C 0.45208 -1.03992 -1.31661 -0.3080
C 1.68886 -0.91680 -0.43425 -0.2582
C 1.43470 -0.04523 0.84308 -0.5414
S -0.05582 -0.44774 1.71135 0.7929
C 0.43304 -2.05797 2.43651 -0.3757
H 0.27448 0.66449 -2.55067 0.0770
H -0.52500 0.91602 -0.95402 0.0559
H -1.28574 -0.09633 -2.14043 0.0741
H -0.28508 -1.60284 -0.72120 0.0770
H 0.66647 -1.67750 -2.18333 0.1080
H 1.98315 -1.87993 0.01355 0.0950
H 2.61601 -0.58527 -0.91190 0.1053
H 1.35600 0.99541 0.51942 0.0679
H 2.26670 -0.22826 1.52776 0.0668
H 0.07707 -2.88101 1.82558 0.0323
H 1.52333 -2.03313 2.46488 0.0273
H 0.13455 -2.03332 3.48381 0.0257
H -4.82880 5.12111 -0.22025 0.0433
H -3.39935 4.61693 -0.67870 0.0217
O -4.21585 5.01572 -0.96918 -0.0650

*Q*
21
Properties=species:S:1:pos:R:3:lowdin_charge:R:1 method="wB97M-V/def2-TZVPD" e_homo_ev=-8.3 gap_ev=9.15 smiles=CCCCSC.O
C -1.45010 0.43199 1.59196 -0.1041
C -1.01513 1.29586 0.38505 -0.2776
C -0.24971 0.48077 -0.63367 -0.2929
C 1.12711 0.01212 -0.11321 -0.5028
S 2.19234 1.43277 0.24708 0.8057
C 3.84058 0.84632 -0.25310 -0.4062
H -1.42477 -0.63229 1.32979 0.0683
H -0.81846 0.51397 2.47680 0.0697
H -2.47974 0.62624 1.87753 0.0634
H -0.43083 2.12407 0.77470 0.0763
H -1.89332 1.77064 -0.03188 0.0980
H -0.04935 0.98421 -1.57774 0.1005
H -0.85706 -0.39036 -0.87018 0.1039
H 0.97828 -0.63033 0.74588 0.0664
H 1.61627 -0.55243 -0.89509 0.0636
H 4.24015 1.51234 -1.00957 0.0204
H 3.80809 -0.13402 -0.70596 0.0277
H 4.48088 0.88483 0.62308 0.0205
H -4.21033 -4.13257 -0.93041 0.0274
H -3.53106 -3.20108 -1.96969 0.0390
O -3.87384 -3.24306 -1.06138 -0.0673

Winner for stability: *Q*

*P*
25
Properties=species:S:1:pos:R:3:lowdin_charge:R:1 method="wB97M-V/def2-TZVPD" e_homo_ev=-9.7 gap_ev=10.19 smiles="CCC[C@@H]1OC(=O)c2ccccc21"
C -2.77455 0.54696 0.91350 -0.0923
C -2.43215 -0.47327 -0.24545 -0.2152
C -1.27868 -1.47985 0.11645 -0.1038
C -0.03600 -1.30818 -0.77414 -0.2962
C 1.99555 -1.89214 0.07600 -0.4178
C 1.97977 -0.38641 0.00134 -0.0503
C 2.89626 0.58415 0.33727 -0.0392
C 2.60810 1.88578 0.20813 -0.0941
C 1.36117 2.27354 -0.30294 -0.0494
C 0.37198 1.31832 -0.63396 -0.0024
C 0.72387 -0.05283 -0.56486 -0.0816
H -3.14103 0.06302 1.82736 0.0718
H -1.86172 1.13958 1.07479 0.0609
H -3.58074 1.15644 0.49453 0.0654
H -3.30408 -1.04328 -0.48899 0.0888
H -2.11736 0.14829 -1.06438 0.0742
H -1.68535 -2.50761 0.07239 0.1241
H -0.89676 -1.31644 1.13803 0.1285
H -0.34234 -1.43928 -1.78162 0.1549
H 3.87769 0.25022 0.69576 0.1345
H 3.38068 2.65895 0.41706 0.1234
H 1.17229 3.34032 -0.50505 0.1109
H -0.58056 1.50401 -1.06533 0.0892
O 0.84851 -2.32443 -0.46065 0.0789
O 2.81544 -2.64588 0.51475 0.1365

*Q*
25
Properties=species:S:1:pos:R:3:lowdin_charge:R:1 method="wB97M-V/def2-TZVPD" e_homo_ev=-9.8 gap_ev=10.26 smiles="CCC[C@@H]1OC(=O)c2ccccc21"
C 3.47095 0.60448 0.12096 -0.1106
C 2.81598 -0.78893 0.12169 -0.2540
C 1.32482 -0.87372 0.39236 -0.1493
C 0.42636 -0.09765 -0.56919 -0.2403
C -0.50681 1.97858 -0.14500 -0.4023
C -1.58935 0.97502 -0.08036 -0.0911
C -2.91490 1.21145 0.27182 0.0279
C -3.75722 0.08140 0.24812 -0.0594
C -3.24994 -1.17627 -0.05277 -0.0551
C -1.89861 -1.35476 -0.36977 -0.0202
C -1.07422 -0.28108 -0.37071 -0.1159
H 3.45889 1.14270 1.12512 0.0974
H 3.11949 1.24392 -0.69344 0.0664
H 4.53652 0.44882 -0.05756 0.0603
H 3.29346 -1.45850 0.82754 0.1001
H 3.06877 -1.20143 -0.86352 0.1094
H 1.02656 -1.94682 0.30719 0.1255
H 1.05168 -0.64244 1.43448 0.1342
H 0.67344 -0.39566 -1.58004 0.1604
H -3.23084 2.22875 0.46413 0.1232
H -4.77487 0.17778 0.52876 0.0917
H -3.89039 -2.02910 -0.02547 0.0984
H -1.48049 -2.31254 -0.56360 0.1080
O 0.67234 1.30396 -0.41349 0.0448
O -0.57162 3.16204 -0.05724 0.1504

Winner for stability: *Q*

*P*
22
Properties=species:S:1:pos:R:3:lowdin_charge:R:1 method="wB97M-V/def2-TZVPD" e_homo_ev=-14.2 total_charge=+1 gap_ev=11.30
O 0.10263 -1.59927 -2.63337 0.0857
C 0.85314 -0.67965 -2.41846 -0.1790
C 0.91969 -0.09856 -1.01963 -0.2784
C 0.66501 1.44422 -1.13345 -0.0168
N -0.11383 -0.76724 -0.18059 0.2052
H 1.48772 -0.25580 -3.20530 0.1490
H 1.90703 -0.26530 -0.59387 0.1578
H -0.06302 1.65525 -1.90760 0.0973
H 1.64666 1.80867 -1.39490 0.0930
H 0.41145 1.75050 -0.13173 0.0600
H -0.52153 -1.56603 -0.67670 0.1491
H -0.82331 -0.06144 0.01938 0.1630
H 0.28237 -1.03954 0.73605 0.0913
H -0.70680 4.19807 0.37533 0.0544
H -2.02325 3.58020 -0.08047 0.0500
O -1.15145 3.35187 0.25568 -0.0589
H -2.66488 -2.34893 1.60063 0.0647
H -1.58694 -2.27008 2.63279 0.0464
O -1.72726 -2.12902 1.68993 -0.0516
H 0.74035 -2.22441 2.95602 0.0766
H 1.51025 -0.97481 2.79162 0.0826
O 0.85595 -1.50871 2.31862 -0.0414

*Q*
22
Properties=species:S:1:pos:R:3:lowdin_charge:R:1 method="wB97M-V/def2-TZVPD" e_homo_ev=-13.8 total_charge=+1 gap_ev=10.42
C -2.13791 0.80283 -0.92778 -0.0968
C -2.24967 -0.37810 0.03568 -0.1305
C -1.03330 -1.25948 0.13872 -0.2522
O -0.35356 -1.61810 -0.77912 0.0700
N -1.12824 1.86829 -0.39401 0.2036
H -3.06720 1.35831 -0.90021 0.1260
H -1.88143 0.55095 -1.94709 0.1321
H -3.09237 -0.99426 -0.33306 0.1497
H -2.55183 -0.13522 1.06229 0.1258
H -0.66096 -1.46428 1.18547 0.1455
H -0.20540 1.45074 -0.62884 0.0961
H -1.24099 1.71634 0.59951 0.1220
H -1.33609 2.79541 -0.72814 0.1669
H 0.70691 -0.08332 -2.16421 0.0446
H 1.92120 0.31831 -1.26418 0.0937
O 1.08636 0.63844 -1.66160 -0.0430
H 1.59158 2.39308 2.23677 0.0550
H 0.20283 2.02716 2.25390 0.0238
O 0.99387 1.80883 1.77300 -0.0326
H 2.96694 -2.90336 0.87028 0.0285
H 4.35121 -2.86681 1.36261 0.0315
O 3.55258 -2.34248 1.38981 -0.0595

*R*
22
Properties=species:S:1:pos:R:3:lowdin_charge:R:1 method="wB97M-V/def2-TZVPD" e_homo_ev=-13.5 total_charge=+1 gap_ev=9.25
C -2.38967 -0.35381 -1.09643 -0.1133
C -2.91801 -1.55490 -1.16540 0.0842
C -0.28554 0.74149 -1.22922 0.1473
N -0.91334 -0.35266 -1.05608 0.0386
H -2.86797 0.55990 -1.38845 0.1256
H -2.45891 -2.53121 -1.12234 0.0897
H -3.94450 -1.66752 -1.50496 0.0868
H 0.79805 0.71036 -1.18611 0.1278
H -0.79908 1.63690 -1.54855 0.1147
H -0.36744 -1.17433 -0.80776 0.1745
H 1.67722 1.50348 2.53898 0.0702
H 0.24572 2.15628 2.82449 0.0640
O 0.73894 1.52598 2.27344 -0.0634
H 1.27997 2.29497 -4.36588 0.0599
H -0.30925 2.56146 -4.41315 0.0388
O 0.42072 2.18533 -3.92497 -0.0598
H 4.67743 -2.91283 3.99684 0.0177
H 5.63322 -1.83302 4.19348 0.0424
O 5.29347 -2.40346 3.48413 -0.0601
H -0.48653 -0.12470 2.01387 0.0252
H -1.89171 -0.28197 1.95229 0.0496
O -1.13279 -0.68576 1.53176 -0.0603

Winner for stability: *P*